1.
Computed, not measured: a 4-piece molecular cluster, C2H9NO5 overall at a distorted geometry, with ωB97M-V/def2-TZVPD.

ΔE to the lowest compared entry with this formula, charge and spin = 181.1 kJ/mol
calculated total energy = -512.51635 Eh
LUMO level = 0.6 eV

ORCA input file:
```
! wB97M-V def2-TZVPD RIJCOSX def2/J DEFGRID3
* xyz 0 1
O -2.38240 4.59854 3.22874
C -2.69671 4.43566 2.01921
N -3.27436 3.24896 1.42504
C -3.89278 2.20993 2.24748
O -3.71247 2.21258 3.47183
H -2.45403 5.24830 1.25477
H -3.56870 3.33165 0.41744
H -4.52990 1.55196 1.77813
H 5.08842 1.08723 -1.47635
H 3.96123 0.11099 -1.58062
O 4.72994 0.34467 -0.98953
H 3.13501 -2.46712 -4.35769
H 2.16611 -3.10428 -3.37010
O 2.47898 -2.23051 -3.78158
H 0.98181 -6.75937 -0.53326
H 2.20405 -7.28687 0.26952
O 1.76582 -6.53233 -0.02303
*
```

Here are the natural (NBO) charges for atoms 1 to 6, given in e: number 1, O, carries -0.518; number 2, C, carries 0.515; number 3, N, carries -0.691; number 4, C, carries 0.520; number 5, O, carries -0.502; number 6, H, carries 0.132

2.
Computed, not measured: C51H39F15GaGeN5S2Si as an isolated structure, with ωB97M-V/def2-TZVPD.

ΔE to the lowest compared entry with this formula, charge and spin = 0.0 kJ/mol
calculated total energy = -8826.24140 Eh
LUMO level = 3.0 eV

ORCA input file:
```
! wB97M-V def2-TZVPD RIJCOSX def2/J DEFGRID3
* xyz -2 1
Ga 1.37852 0.90647 1.05364
S 1.92428 2.61537 2.55116
C 1.22659 3.86968 1.57154
N 1.54408 5.10329 1.75494
N 1.07015 6.06431 0.90318
C 0.82513 6.02252 -0.46720
C -0.02300 6.98179 -1.01962
C -0.23118 7.03016 -2.39200
C 0.39549 6.12529 -3.23370
C 1.24792 5.17246 -2.68022
C 1.46863 5.11689 -1.31789
N 0.18351 3.61310 0.63333
N -0.10541 2.43803 0.42255
C -1.25778 2.26738 -0.41779
C -1.92889 1.05799 -0.34175
C -3.10509 0.89491 -1.06071
C -3.57215 1.91174 -1.87570
C -2.86809 3.10971 -1.97158
C -1.71451 3.30100 -1.23510
H 0.91453 6.93620 1.37152
H -0.53781 7.67706 -0.36505
H -0.90677 7.77397 -2.79766
H 0.22053 6.15178 -4.30130
H 1.74701 4.45252 -3.31743
H 2.12875 4.36209 -0.91137
H -1.55667 0.26272 0.29083
H -3.64809 -0.03914 -0.99210
H -4.48038 1.76719 -2.44845
H -3.21911 3.89947 -2.62430
H -1.16160 4.22904 -1.29685
C 4.85518 3.93140 -0.66664
C 4.33896 2.58261 -0.16801
C 5.09356 2.16653 1.09719
C 4.39732 1.47463 -1.19249
C 5.45321 1.41828 -2.09029
C 5.60343 0.37254 -2.98868
C 4.65343 -0.64506 -2.95808
C 3.58188 -0.64320 -2.08122
C 2.61978 -1.81843 -2.14727
C 1.20522 -1.42033 -2.57628
C 2.58970 -2.64201 -0.85602
C 3.40242 0.43766 -1.14285
N 2.36882 0.41742 -0.29257
H 4.65587 4.71428 0.07274
H 4.38793 4.21810 -1.61209
H 5.93753 3.91164 -0.82652
H 3.28686 2.69292 0.10526
H 6.15014 2.01082 0.85505
H 4.69055 1.23117 1.48954
H 5.01716 2.92455 1.88267
H 6.19111 2.21715 -2.08925
H 6.43087 0.34827 -3.68855
H 4.74588 -1.48017 -3.64930
H 3.01418 -2.47486 -2.93391
H 0.74074 -0.78865 -1.82215
H 0.57849 -2.30635 -2.71204
H 1.22636 -0.87062 -3.52163
H 2.14967 -2.06184 -0.04789
H 3.60179 -2.93700 -0.56224
H 1.99159 -3.54849 -0.99747
F -1.59679 -4.59658 -3.22166
C -2.14015 -5.43367 -2.31464
C -2.73411 -4.92212 -1.17271
C -3.22980 -5.88253 -0.30901
F -3.86989 -5.53752 0.82524
C -3.15280 -7.24469 -0.54923
F -3.66610 -8.13199 0.31841
C -2.55589 -7.69949 -1.70712
F -2.47998 -9.01313 -1.96084
C -2.04561 -6.78281 -2.60406
F -1.46719 -7.21407 -3.73392
Ge -2.43419 -2.88850 -0.84420
S 0.09122 -0.79276 1.86685
C -3.88778 -2.54545 0.61281
C -5.06489 -1.82565 0.56298
F -5.59614 -1.42103 -0.61347
C -5.78275 -1.44324 1.68623
F -6.92659 -0.75010 1.57252
C -5.31320 -1.77590 2.93926
F -5.99126 -1.41423 4.03546
C -4.13050 -2.48317 3.04783
F -3.66079 -2.80572 4.26213
C -3.45464 -2.83912 1.89732
F -2.30406 -3.51626 2.07230
C -3.59979 -2.45746 -2.52191
C -3.10729 -1.58171 -3.47193
F -1.90362 -1.01104 -3.31751
C -3.79693 -1.24103 -4.62601
F -3.28986 -0.37037 -5.51063
C -5.02752 -1.81617 -4.86880
F -5.71296 -1.50549 -5.97758
C -5.54793 -2.71882 -3.96141
F -6.74365 -3.28080 -4.20442
C -4.82788 -3.01809 -2.81979
F -5.40733 -3.89450 -1.97779
C -1.15572 -0.25198 4.86953
Si 0.28151 -1.03569 3.95819
C 0.24763 -2.88329 4.25713
C 1.87110 -0.38463 4.73697
C 1.95063 0.89258 5.29518
C 3.11204 1.34490 5.90743
C 4.22466 0.51961 5.97937
C 4.16921 -0.75686 5.43610
C 3.00403 -1.19909 4.82516
H -1.05654 -0.38970 5.95043
H -2.08954 -0.71728 4.54421
H -1.22483 0.81798 4.65980
H 0.41775 -3.11237 5.31365
H 1.00772 -3.38961 3.65855
H -0.72378 -3.28847 3.96358
H 1.09685 1.55721 5.23885
H 3.15263 2.35038 6.30919
H 5.13545 0.87263 6.44859
H 5.03674 -1.40481 5.47977
H 2.98288 -2.19417 4.39369
*
```

Here are the Mulliken charges for atoms 1 to 6, given in e: number 1, Ga, carries -1.145; number 2, S, carries -0.406; number 3, C, carries 0.333; number 4, N, carries -0.951; number 5, N, carries 0.137; number 6, C, carries 0.704

3.
Computed, not measured: a 11-piece molecular cluster, C5H34N2O10 overall at a distorted geometry, with ωB97M-V/def2-TZVPD.

ΔE to the lowest compared entry with this formula, charge and spin = 311.3 kJ/mol
calculated total energy = -1072.75170 Eh
LUMO level = 0.3 eV

ORCA input file:
```
! wB97M-V def2-TZVPD RIJCOSX def2/J DEFGRID3
* xyz 0 1
C -0.11131 -1.93683 -3.61666
C -0.08407 -0.45752 -3.06777
N 0.34873 -0.33327 -1.66682
C -0.54780 -0.95647 -0.68480
C -0.05542 -0.58418 0.71255
N 0.47989 -1.84754 1.38805
C 0.83943 -1.50988 2.77532
H -1.01048 -2.16481 -4.18725
H 0.84357 -2.06321 -4.12089
H -0.21722 -2.62865 -2.78871
H 0.47239 0.25057 -3.67750
H -1.15275 -0.27024 -3.09215
H 1.28344 -0.72864 -1.57701
H -1.60582 -0.79664 -0.90673
H -0.45844 -2.04374 -0.85853
H -0.84878 -0.24320 1.37127
H 0.81071 0.10553 0.68025
H 1.35333 -2.07508 0.92928
H -0.10541 -1.25559 3.24513
H 1.51799 -0.64144 2.86732
H 1.50064 -2.29734 3.19568
H 3.12597 -0.91459 -0.68911
H 3.12976 -1.84040 -1.83292
O 2.79426 -1.79979 -0.93161
H -2.57334 1.38368 -3.28377
H -1.45406 2.05566 -2.59562
O -2.22949 2.27343 -3.12272
H -1.49755 -2.90531 1.21538
H -2.55856 -3.56823 1.96224
O -2.44278 -2.76372 1.42831
H 2.40348 2.06254 -1.26333
H 1.93462 1.23220 -2.50745
O 2.41557 2.00497 -2.22584
H -0.82918 1.54679 3.21529
H -0.37291 2.86130 2.34322
O -0.20540 1.95435 2.61479
H -0.65978 2.26074 -0.33974
H 0.11299 3.40028 -1.09251
O -0.10340 3.05415 -0.21811
H 4.04684 1.89095 0.45851
H 3.04335 1.10868 1.30114
O 3.37427 1.20595 0.38932
H 2.04688 2.61754 3.11365
H 1.37504 1.27896 2.96870
O 2.25507 1.68992 2.92789
H -3.10212 -1.19469 1.47326
H -3.96865 -0.73523 0.34328
O -3.21616 -0.42355 0.85569
H -3.38813 0.87313 1.89204
H -3.06704 2.27224 2.15237
O -3.64219 1.59616 2.52763
*
```

Here are the natural (NBO) charges for atoms 1 to 6, given in e: number 1, C, carries -0.642; number 2, C, carries -0.218; number 3, N, carries -0.674; number 4, C, carries -0.255; number 5, C, carries -0.239; number 6, N, carries -0.654